1.
DFT (ωB97M-V/def2-TZVPD) results for 2 unconnected molecules or ions with the total composition C5H9NO at a distorted geometry.

As for the energy above the lowest of the compared OMol25 structures with the same formula, charge and spin: 133.6 kcal/mol. The value obtained for the LUMO energy (alpha / beta) is -1.01 / -0.82 eV. The largest force on an atom is 1.110 eV/A. The total charge is 0.

CARTESIAN COORDINATES (ANGSTROEM)
1 C -0.197 -0.478 -1.163
2 C 0.170 0.836 -0.487
3 C 0.956 0.340 0.726
4 C 0.144 -0.838 1.218
5 O -1.875 -1.248 0.726
6 C 0.855 1.864 -1.296
7 N 1.356 2.690 -1.934
8 H -1.345 -1.099 -0.169
9 H 0.692 -1.070 -1.401
10 H -0.809 -0.371 -2.066
11 H -0.741 1.319 -0.109
12 H 1.938 -0.022 0.397
13 H 1.105 1.095 1.505
14 H -0.328 -0.727 2.188
15 H 0.496 -1.844 1.026
16 H -2.417 -0.449 0.838

Forces on the atoms, in the same order (eV/Å):
C 0.2 0.1 -0.3
C -0.1 0.0 0.1
C 0.0 0.0 0.1
C 0.3 0.0 0.1
O -0.2 0.1 -0.1
C 0.4 0.7 -0.6
N -0.4 -0.8 0.6
H -0.1 0.0 0.2
H -0.1 0.1 0.1
H 0.0 0.0 0.2
H 0.1 0.0 -0.1
H -0.1 0.1 0.0
H -0.1 -0.1 -0.1
H 0.0 0.0 -0.2
H 0.0 0.2 0.0
H 0.0 -0.2 0.0

2.
DFT (ωB97M-V/def2-TZVPD) results for a molecular structure, C33H37IrN5O3P2S4.

As for the energy above the lowest of the compared OMol25 structures with the same formula, charge and spin: 0.0 kcal/mol. The value obtained for the LUMO energy is -3.94 eV. The largest force on an atom is 0.821 eV/A. The total charge is +1.

CARTESIAN COORDINATES (ANGSTROEM)
1 Ir 0.420 0.804 -0.660
2 C 0.604 0.156 -3.874
3 P -0.607 0.764 -2.677
4 C -1.826 -0.586 -2.457
5 N -2.242 -1.257 -3.497
6 C -3.152 -2.237 -3.267
7 C -3.618 -3.020 -4.348
8 C -4.542 -3.996 -4.121
9 C -5.043 -4.235 -2.817
10 C -4.608 -3.499 -1.755
11 C -3.644 -2.483 -1.959
12 N -3.191 -1.774 -0.898
13 C -2.295 -0.858 -1.143
14 P -1.451 -0.031 0.258
15 C -1.228 -1.373 1.449
16 C -2.563 1.217 1.101
17 C -2.214 2.660 0.733
18 C -2.372 1.075 2.618
19 C -4.016 0.893 0.738
20 C -1.578 2.112 -3.532
21 C -3.012 2.139 -2.995
22 C -0.912 3.470 -3.320
23 C -1.632 1.798 -5.034
24 H 0.079 -0.271 -4.727
25 H 1.223 -0.616 -3.418
26 H 1.241 0.979 -4.200
27 H -3.222 -2.820 -5.334
28 H -4.901 -4.601 -4.942
29 H -5.777 -5.015 -2.669
30 H -4.970 -3.667 -0.751
31 H -2.213 -1.701 1.783
32 H -0.638 -1.038 2.300
33 H -0.742 -2.207 0.950
34 H -1.275 2.970 1.191
35 H -3.008 3.306 1.111
36 H -2.124 2.827 -0.340
37 H -1.323 1.156 2.902
38 H -2.768 0.138 3.006
39 H -2.909 1.891 3.104
40 H -4.223 1.058 -0.321
41 H -4.666 1.553 1.315
42 H -4.280 -0.138 0.974
43 H -3.057 2.249 -1.911
44 H -3.565 1.243 -3.276
45 H -3.525 2.998 -3.431
46 H -0.916 3.770 -2.272
47 H -1.469 4.222 -3.882
48 H 0.119 3.486 -3.682
49 H -2.052 0.811 -5.231
50 H -0.654 1.870 -5.508
51 H -2.280 2.540 -5.505
52 S 4.865 3.183 3.629
53 C 3.564 3.250 2.635
54 S 3.653 3.003 0.904
55 C 1.931 3.113 0.806
56 N 1.336 3.342 1.920
57 N 2.244 3.440 2.938
58 C 1.725 3.739 4.238
59 C 2.319 4.717 5.021
60 C 1.778 5.001 6.265
61 C 0.656 4.323 6.718
62 C 0.065 3.355 5.919
63 C 0.600 3.059 4.677
64 S 1.050 2.959 -0.723
65 H 3.190 5.245 4.665
66 H 2.237 5.763 6.881
67 H 0.242 4.550 7.691
68 H -0.812 2.825 6.266
69 H 0.150 2.311 4.042
70 O -0.223 -3.194 -1.004
71 S 1.111 -2.725 -1.254
72 O 1.654 -2.882 -2.565
73 N 1.243 -1.127 -0.780
74 C 1.890 -1.007 0.396
75 O 1.818 0.121 0.947
76 C 2.545 -2.236 0.858
77 C 3.397 -2.424 1.932
78 C 3.927 -3.696 2.114
79 C 3.618 -4.734 1.240
80 C 2.763 -4.543 0.159
81 C 2.231 -3.282 0.002
82 H 3.646 -1.604 2.591
83 H 4.598 -3.881 2.941
84 H 4.056 -5.710 1.401
85 H 2.528 -5.347 -0.524

Forces on the atoms, in the same order (eV/Å):
Ir 0.8 0.2 -0.2
C 0.0 0.0 0.0
P -0.3 -0.1 0.0
C 0.1 0.0 0.0
N 0.0 0.0 0.0
C 0.0 0.0 0.0
C 0.0 0.0 0.0
C 0.0 0.0 0.0
C 0.0 0.0 0.0
C 0.0 0.0 0.0
C 0.0 0.0 0.0
N 0.0 0.0 0.0
C 0.1 0.1 0.0
P -0.1 0.1 0.0
C 0.0 0.0 -0.1
C 0.1 -0.1 0.1
C 0.1 0.0 -0.1
C 0.0 0.0 0.0
C 0.0 0.0 0.0
C 0.0 -0.1 0.0
C 0.0 0.0 0.1
C 0.0 0.0 0.1
C -0.1 0.0 0.0
H 0.0 0.0 0.0
H 0.0 0.0 0.0
H 0.0 0.0 0.0
H 0.0 0.0 0.0
H 0.0 0.0 0.0
H 0.0 0.0 0.0
H 0.0 0.0 0.0
H 0.0 0.0 0.0
H 0.0 0.0 0.0
H 0.0 0.0 0.0
H 0.0 0.0 0.0
H 0.0 0.0 0.0
H 0.0 0.0 0.1
H 0.0 0.0 0.0
H 0.0 0.0 0.0
H 0.0 0.0 0.0
H 0.0 0.0 0.0
H 0.0 0.0 0.0
H 0.0 0.0 0.0
H 0.0 0.0 -0.1
H 0.0 0.0 0.0
H 0.0 0.0 0.0
H 0.0 0.0 0.0
H 0.0 0.0 0.0
H 0.0 0.0 0.0
H 0.0 0.0 0.0
H 0.0 0.0 0.0
H 0.0 0.0 0.0
S 0.0 0.0 0.0
C 0.0 -0.1 0.0
S 0.0 0.0 0.0
C -0.2 0.0 0.0
N 0.1 0.0 -0.1
N 0.0 0.1 0.0
C 0.0 0.0 0.0
C 0.0 0.0 0.0
C 0.0 0.0 0.0
C 0.0 0.0 0.0
C 0.0 0.0 0.0
C 0.1 0.0 0.0
S -0.1 0.1 0.2
H 0.0 0.0 0.0
H 0.0 0.0 0.0
H 0.0 0.0 0.0
H 0.0 0.0 0.0
H 0.0 -0.1 0.0
O 0.0 0.0 0.0
S 0.1 0.1 -0.2
O 0.0 0.0 0.0
N -0.3 -0.2 0.6
C -0.1 0.1 -0.2
O -0.1 -0.1 0.0
C 0.1 0.1 0.0
C 0.0 0.0 0.0
C 0.0 0.0 0.0
C 0.0 0.0 0.0
C 0.0 0.0 0.0
C 0.0 0.0 0.0
H 0.0 0.0 0.0
H 0.0 0.0 0.0
H 0.0 0.0 0.0
H 0.0 0.0 0.0

3.
DFT (ωB97M-V/def2-TZVPD) results for a molecular structure, C54H73I2N8O5P2SSbScTe at a distorted geometry.

As for the energy above the lowest of the compared OMol25 structures with the same formula, charge and spin: 35.4 kcal/mol. The value obtained for the LUMO energy is 1.91 eV. The largest force on an atom is 2.180 eV/A. The total charge is -1.

CARTESIAN COORDINATES (ANGSTROEM)
1 Sc -0.100 0.086 0.255
2 C -3.381 3.264 3.838
3 N -3.387 3.264 2.395
4 C -4.651 3.567 1.758
5 C -4.568 2.770 0.450
6 N -3.626 1.700 0.719
7 C -4.237 0.438 1.098
8 C -2.748 2.237 1.685
9 N -1.528 1.890 1.776
10 C -0.613 2.711 2.542
11 C 0.563 3.178 1.654
12 N 1.634 2.229 1.515
13 C 2.749 2.374 2.137
14 N 3.863 1.652 1.822
15 C 3.925 0.464 1.018
16 C 4.954 1.900 2.728
17 C 4.526 3.196 3.415
18 N 3.116 3.319 3.100
19 C 2.262 3.814 4.150
20 H -4.334 2.875 4.227
21 H -3.245 4.280 4.215
22 H -2.583 2.629 4.215
23 H -4.749 4.639 1.575
24 H -5.496 3.235 2.379
25 H -4.157 3.396 -0.348
26 H -5.529 2.376 0.126
27 H -4.750 0.494 2.070
28 H -4.960 0.166 0.332
29 H -3.461 -0.322 1.127
30 H -0.228 2.121 3.383
31 H -1.105 3.619 2.917
32 H 0.913 4.149 2.027
33 H 0.163 3.335 0.652
34 H 3.026 0.413 0.392
35 H 3.978 -0.430 1.652
36 H 4.819 0.509 0.388
37 H 5.891 2.013 2.172
38 H 5.070 1.066 3.438
39 H 5.074 4.056 3.012
40 H 4.682 3.165 4.499
41 H 2.726 3.646 5.125
42 H 1.308 3.300 4.154
43 H 2.096 4.890 4.038
44 I -0.508 4.821 -1.665
45 C -1.926 3.357 -2.207
46 C -2.900 3.684 -3.133
47 C -3.823 2.746 -3.522
48 I -5.271 3.323 -4.971
49 C -3.809 1.449 -2.991
50 C -4.748 0.440 -3.276
51 C -4.646 -0.776 -2.654
52 C -3.568 -1.007 -1.790
53 N -2.647 -0.107 -1.544
54 C -2.768 1.113 -2.076
55 C -1.780 2.084 -1.642
56 O -0.868 1.779 -0.814
57 H -2.921 4.682 -3.547
58 H -5.549 0.641 -3.975
59 H -5.375 -1.552 -2.835
60 H -3.460 -1.954 -1.274
61 C -2.324 -0.646 3.992
62 C -2.298 -2.175 3.871
63 C -1.883 -2.784 5.214
64 C -3.687 -2.670 3.470
65 O -1.307 -2.623 2.949
66 P -1.215 -2.516 1.339
67 O 0.121 -2.969 0.905
68 O -1.628 -1.138 0.867
69 O -2.410 -3.483 0.778
70 C -2.447 -4.908 0.863
71 C -1.713 -5.434 2.093
72 C -1.810 -5.544 -0.372
73 C -3.935 -5.286 0.908
74 H -3.231 -0.324 4.504
75 H -2.285 -0.202 3.003
76 H -1.461 -0.300 4.557
77 H -2.583 -2.496 5.994
78 H -0.887 -2.437 5.473
79 H -1.857 -3.869 5.141
80 H -4.450 -2.227 4.106
81 H -3.751 -3.749 3.574
82 H -3.878 -2.405 2.435
83 H -0.689 -5.071 2.066
84 H -1.711 -6.524 2.102
85 H -2.179 -5.082 3.007
86 H -0.762 -5.273 -0.420
87 H -2.302 -5.207 -1.279
88 H -1.892 -6.627 -0.314
89 H -4.415 -4.847 1.778
90 H -4.043 -6.366 0.952
91 H -4.436 -4.917 0.017
92 C -0.826 -4.428 -3.650
93 Sb -0.696 -2.784 -2.178
94 C -0.295 -1.371 -3.784
95 C 1.397 -3.194 -1.889
96 H -0.086 -4.279 -4.427
97 H -1.810 -4.440 -4.108
98 H -0.653 -5.391 -3.184
99 H 0.146 -1.867 -4.638
100 H 0.406 -0.648 -3.389
101 H -1.199 -0.860 -4.099
102 H 1.885 -3.348 -2.850
103 H 1.539 -4.059 -1.249
104 H 1.806 -2.320 -1.391
105 N 1.452 0.214 -1.199
106 P 2.279 0.884 -2.299
107 C 1.620 2.123 -3.535
108 C 0.293 2.069 -3.928
109 C -0.204 2.931 -4.890
110 C 0.625 3.881 -5.459
111 C 1.959 3.934 -5.088
112 C 2.457 3.054 -4.146
113 C 3.765 1.878 -1.780
114 C 3.491 3.013 -1.025
115 C 4.517 3.811 -0.553
116 C 5.834 3.475 -0.827
117 C 6.116 2.352 -1.586
118 C 5.087 1.558 -2.063
119 C 3.058 -0.299 -3.492
120 C 3.842 -1.304 -2.932
121 C 4.404 -2.286 -3.725
122 C 4.172 -2.284 -5.092
123 C 3.367 -1.307 -5.654
124 C 2.813 -0.318 -4.859
125 H -0.355 1.343 -3.459
126 H -1.239 2.863 -5.198
127 H 0.236 4.579 -6.188
128 H 2.613 4.662 -5.543
129 H 3.504 3.093 -3.888
130 H 2.458 3.252 -0.813
131 H 4.291 4.698 0.024
132 H 6.644 4.087 -0.453
133 H 7.144 2.096 -1.811
134 H 5.322 0.690 -2.663
135 H 3.986 -1.301 -1.858
136 H 5.017 -3.064 -3.288
137 H 4.604 -3.050 -5.721
138 H 3.166 -1.318 -6.718
139 H 2.186 0.441 -5.306
140 Te 1.100 -0.411 2.921
141 C 1.954 -2.271 3.436
142 C 2.647 -3.162 2.673
143 C 3.238 -4.215 3.404
144 C 3.022 -4.120 4.739
145 S 2.050 -2.737 5.111
146 H 2.705 -3.072 1.603
147 H 3.810 -5.010 2.952
148 H 3.349 -4.768 5.526

Forces on the atoms, in the same order (eV/Å):
Sc 0.7 1.8 -0.9
C 0.0 0.1 0.2
N 0.0 -0.1 -0.2
C -0.3 0.1 -0.1
C 0.0 0.3 -0.2
N -0.1 0.0 -0.2
C 0.0 -0.2 0.2
C 0.6 -0.1 0.0
N 0.0 -0.3 -0.1
C 0.2 0.3 0.2
C 0.0 0.2 0.1
N -0.2 -0.2 0.0
C -0.2 0.0 -0.4
N 0.4 0.0 0.4
C -0.3 -0.1 -0.2
C 0.0 -0.1 0.1
C 0.3 0.2 -0.2
N 0.1 -0.2 0.0
C -0.2 0.2 -0.1
H 0.1 0.0 0.0
H 0.0 0.0 0.1
H 0.0 0.0 0.0
H -0.1 0.0 0.0
H 0.1 0.0 0.0
H -0.1 0.0 0.0
H 0.0 0.0 0.0
H -0.1 -0.1 0.0
H -0.1 0.0 0.0
H -0.2 0.0 0.1
H -0.1 0.1 0.1
H 0.1 -0.2 0.0
H -0.1 0.0 0.0
H -0.1 0.1 0.2
H 0.3 -0.1 0.2
H -0.1 0.1 0.0
H 0.0 0.0 0.0
H 0.0 0.0 0.1
H 0.0 0.1 0.0
H 0.1 -0.1 0.1
H 0.0 0.0 -0.1
H 0.0 -0.1 0.0
H -0.1 0.0 0.0
H -0.1 0.0 0.1
I -0.3 -0.1 -0.2
C 0.8 0.2 0.8
C -0.6 -0.1 -0.3
C -0.3 0.8 -0.6
I 0.3 -0.1 0.3
C 0.3 -0.3 0.3
C 0.0 -0.2 0.1
C -0.1 0.2 -0.1
C 0.2 0.0 0.2
N -0.1 -0.3 0.1
C -0.2 0.2 -0.4
C -0.2 0.3 -0.1
O 0.2 -0.3 0.0
H 0.0 0.0 0.0
H 0.0 0.0 0.0
H -0.1 -0.1 0.0
H 0.1 -0.1 0.0
C 0.2 -0.2 0.0
C -0.6 0.3 0.7
C 0.0 0.1 -0.4
C 0.2 0.0 0.0
O 0.1 -0.2 -1.0
P -0.4 -1.3 0.8
O 0.0 -0.1 -0.1
O -0.1 0.0 -0.1
O 0.3 0.9 0.3
C -0.2 -1.0 0.1
C -0.1 0.2 0.0
C -0.1 0.4 0.1
C 0.4 0.2 0.0
H -0.2 0.0 0.0
H 0.0 0.1 0.0
H 0.0 0.1 -0.1
H -0.1 0.1 0.1
H 0.1 0.0 0.1
H 0.0 -0.2 0.0
H 0.0 0.1 0.1
H 0.0 -0.1 -0.1
H -0.2 0.0 -0.1
H 0.2 -0.1 0.1
H 0.0 0.0 -0.1
H 0.0 0.0 0.1
H 0.3 0.0 0.0
H -0.1 0.0 -0.1
H 0.0 -0.1 0.0
H -0.1 0.0 0.1
H 0.0 -0.2 0.0
H -0.1 0.0 -0.1
C -0.3 0.3 0.4
Sb 0.9 -0.4 -1.3
C -0.2 -0.2 0.3
C -0.2 0.1 0.0
H 0.2 0.1 -0.1
H -0.2 0.0 -0.1
H 0.0 -0.2 0.2
H 0.1 -0.2 -0.2
H 0.0 0.0 0.1
H -0.2 0.1 0.0
H 0.0 0.0 -0.1
H -0.1 -0.1 0.1
H 0.1 0.0 0.0
N -1.0 -0.3 0.6
P 1.0 0.4 -1.0
C -0.2 -0.3 0.5
C 0.0 -0.2 0.1
C -0.1 0.0 -0.3
C -0.1 0.0 0.0
C 0.1 0.0 -0.1
C 0.1 0.0 0.0
C -0.4 -0.3 0.2
C 0.0 0.0 -0.1
C -0.1 0.1 0.0
C 0.1 0.1 0.1
C 0.2 0.0 0.0
C -0.1 -0.1 -0.2
C -0.3 0.0 0.4
C 0.0 0.1 0.1
C 0.2 -0.1 0.0
C 0.0 0.0 -0.1
C 0.0 -0.1 -0.1
C 0.0 0.2 0.1
H 0.0 0.0 -0.1
H 0.0 0.0 0.1
H 0.0 0.0 -0.1
H 0.1 0.1 0.0
H 0.1 0.1 0.1
H -0.1 0.1 0.1
H 0.0 0.0 0.1
H 0.0 0.1 0.0
H 0.0 0.0 0.0
H 0.0 0.0 0.0
H 0.1 -0.1 0.0
H 0.0 0.0 0.1
H 0.0 -0.1 0.0
H 0.0 0.0 0.0
H 0.0 0.0 0.0
Te 0.8 0.0 0.6
C -0.2 0.1 0.3
C -0.2 0.2 -0.3
C 0.2 -0.2 0.2
C -0.3 0.3 0.3
S 0.2 -0.1 -0.6
H 0.0 0.0 -0.2
H 0.1 -0.1 0.0
H 0.1 -0.2 0.2